Record 1
ORCA calculation (ωB97M-V/def2-TZVPD) on a cluster of 7 separate species, C46H46BrN6O13 in total in a non-equilibrium geometry.

```
112
C46H46BrN6O13 ωB97M-V/def2-TZVPD
N 7.8483 0.1179 -0.2389
C 6.5519 0.5494 -0.8503
C 6.6686 0.2658 -2.4271
C 5.9139 1.3548 -3.2943
C 4.3740 1.4606 -2.9143
C 3.5621 0.1469 -3.2722
C 2.2417 -0.0341 -2.4607
N 1.9163 -1.2618 -1.8725
C 0.7114 -1.1016 -1.1884
O -0.0219 -1.9808 -0.4183
C 0.2283 0.2437 -1.3589
Br -1.3404 1.1372 -0.6962
N 1.2367 0.8536 -2.1519
C 1.1826 2.3014 -2.5537
C 1.5830 3.3070 -1.3739
N 2.8676 4.0271 -1.6204
N 1.7076 2.6634 -0.0607
N 0.5097 4.3305 -1.2255
H 8.5167 0.8889 -0.2353
H 8.2356 -0.6703 -0.7673
H 5.7618 -0.1001 -0.3821
H 6.4058 1.6461 -0.6760
H 7.7648 0.3722 -2.6712
H 6.3757 -0.7838 -2.6961
H 6.0583 1.1275 -4.3850
H 6.3926 2.3473 -3.0439
H 3.9575 2.2801 -3.5611
H 4.2971 1.6733 -1.8176
H 4.2621 -0.7293 -3.1487
H 3.2910 0.2203 -4.3671
H 2.4525 -2.1288 -1.9230
H 0.0947 -1.6587 0.5030
H 1.8519 2.3762 -3.4591
H 0.1391 2.4635 -2.9473
H 3.1021 4.0341 -2.6133
H 3.5964 3.5651 -1.0724
H 1.8023 3.3423 0.6927
H 2.4363 1.9478 -0.0459
H 0.7831 5.1632 -1.7590
H -0.3909 3.9589 -1.5286
C 0.3687 2.6542 4.1678
C 0.6459 1.7557 3.2250
C 1.1686 0.4158 3.5683
O 1.4219 -0.4032 2.6998
C 1.3723 0.1069 5.0000
C 1.0964 1.0037 5.9464
C 0.5722 2.3471 5.6034
O 0.3187 3.1628 6.4630
H -0.0145 3.6398 3.9338
H 0.5049 1.9587 2.1710
H 1.7549 -0.8795 5.2314
H 1.2398 0.7957 6.9992
C 2.5989 -5.8480 0.0401
C 3.1959 -4.6619 -0.0609
C 4.2731 -4.4270 -1.0487
O 4.8209 -3.3410 -1.1398
C 4.6609 -5.5579 -1.9202
C 4.0645 -6.7449 -1.8199
C 2.9863 -6.9816 -0.8319
O 2.4412 -8.0596 -0.7402
H 1.8099 -6.0380 0.7572
H 2.9244 -3.8226 0.5691
H 5.4501 -5.3665 -2.6365
H 4.3361 -7.5835 -2.4487
C 0.5271 7.8386 -6.1777
C 1.0297 7.9504 -4.9487
C 1.1856 6.7690 -4.0715
O 1.6435 6.8744 -2.9485
C 0.7626 5.4570 -4.6139
C 0.2603 5.3440 -5.8417
C 0.1044 6.5276 -6.7196
O -0.3510 6.4239 -7.8379
H 0.4055 8.6923 -6.8321
H 1.3443 8.9012 -4.5375
H 0.8840 4.6039 -3.9599
H -0.0544 4.3927 -6.2532
C -0.7967 -5.0345 3.9925
C -1.6875 -6.0185 4.1026
C -1.2631 -7.4372 4.1482
O -2.0731 -8.3334 4.2462
C 0.1892 -7.7179 4.0684
C 1.0793 -6.7329 3.9586
C 0.6547 -5.3155 3.9129
O 1.4671 -4.4153 3.8137
H -1.0886 -3.9923 3.9569
H -2.7522 -5.8308 4.1628
H 0.4815 -8.7598 4.1037
H 2.1442 -6.9206 3.8984
C -6.4063 1.5779 2.5074
C -5.8039 2.7629 2.4173
C -4.7361 3.0076 1.4217
O -4.1836 4.0847 1.3383
C -4.3653 1.8854 0.5293
C -4.9661 0.7013 0.6181
C -6.0345 0.4567 1.6147
O -6.5847 -0.6236 1.6951
H -7.1890 1.3808 3.2301
H -6.0634 3.5937 3.0611
H -3.5824 2.0842 -0.1931
H -4.7062 -0.1298 -0.0263
C -9.5799 -2.2214 1.4034
C -9.4927 -1.0616 2.0509
C -10.6070 -0.5634 2.8872
O -10.5265 0.4969 3.4766
C -11.8225 -1.4040 2.9783
C -11.9103 -2.5645 2.3305
C -10.7946 -3.0633 1.4933
O -10.8729 -4.1218 0.9041
H -8.7744 -2.6006 0.7869
H -8.6129 -0.4360 1.9966
H -12.6271 -1.0239 3.5952
H -12.7912 -3.1917 2.3849
```

The value obtained for the HOMO energy is -11.26 eV. The molar mass is 970.8 g mol⁻¹. The maximum force is 3.916 eV/A. The net charge is +1. As for the LUMO energy: -3.890 eV.

Record 2
ORCA calculation (ωB97M-V/def2-TZVPD) on a structure of composition C46H46F6InN3O11S in a non-equilibrium geometry.

```
114
C46H46F6InN3O11S ωB97M-V/def2-TZVPD
In -0.4149 0.5819 -0.8876
C -4.8235 -0.4349 -1.7729
O -4.1053 -0.8491 -2.9326
C -2.8378 -1.2895 -2.7431
O -2.3066 -1.4609 -1.6623
N -2.2930 -1.5774 -3.9508
N -0.9111 -1.8043 -4.0821
H -5.4965 -1.2363 -1.4584
H -5.3888 0.4524 -2.0475
H -4.1363 -0.1895 -0.9757
H -2.6952 -1.0874 -4.7323
H -0.4300 -1.0136 -3.6407
H -0.6938 -2.6149 -3.5185
C 3.7409 7.0737 -2.9618
C 3.2068 6.0435 -1.9991
C 3.6490 4.7260 -2.0367
C 3.1198 3.7734 -1.1771
C 2.1262 4.1249 -0.2773
C 1.7067 5.4479 -0.1991
C 2.2490 6.3968 -1.0508
S 1.1221 2.8534 0.5189
O 1.9538 1.6727 0.5711
O 0.6779 3.4526 1.7529
N 0.0132 2.7063 -0.6270
C -1.2427 3.4221 -0.4070
C -2.4912 2.7024 -0.9625
O -3.5007 3.3927 -1.0983
O -2.4129 1.4505 -1.2180
H 4.5603 6.6673 -3.5548
H 4.1043 7.9557 -2.4300
H 2.9601 7.4027 -3.6516
H 4.3885 4.4307 -2.7731
H 3.4571 2.7462 -1.2026
H 0.9487 5.7109 0.5284
H 1.9037 7.4247 -1.0033
H -1.2177 4.4119 -0.8740
H -1.4312 3.5497 0.6621
C 0.6277 -4.3318 3.6379
C -0.3861 -3.3815 3.0127
C -1.7961 -3.7108 3.5046
O 0.0015 -2.0627 3.3304
C 0.0060 -1.2328 2.1597
C -0.2908 -2.2023 1.0010
O -0.3468 -3.4920 1.6136
C 0.7736 -2.2492 -0.1392
O 0.7816 -1.0926 -0.9083
C 0.5241 -3.4488 -1.0791
C 1.4836 -3.6626 -2.0705
C 1.3475 -4.6777 -3.0035
C 0.2388 -5.5147 -2.9609
C -0.7211 -5.3133 -1.9813
C -0.5841 -4.2876 -1.0499
C 2.1582 -2.4537 0.5001
C 2.9712 -1.3491 0.7344
C 4.1877 -1.4980 1.3874
C 4.6194 -2.7545 1.7895
C 3.8269 -3.8643 1.5311
C 2.6025 -3.7143 0.8930
C -0.9243 -0.0033 2.3125
O -0.8559 0.7694 1.1744
C -2.3685 -0.4123 2.6549
C -3.3335 -0.3997 1.6577
C -4.6630 -0.6763 1.9518
C -5.0471 -0.9571 3.2549
C -4.0890 -0.9659 4.2605
C -2.7624 -0.6985 3.9618
C -0.4328 0.8834 3.4775
C 0.6761 0.6160 4.2681
C 1.0250 1.4700 5.3112
C 0.2708 2.5999 5.5749
C -0.8278 2.8869 4.7718
C -1.1668 2.0410 3.7332
H 0.5300 -4.2940 4.7239
H 1.6322 -4.0178 3.3583
H 0.4528 -5.3499 3.2878
H -1.9059 -3.4181 4.5488
H -1.9691 -4.7838 3.4015
H -2.5337 -3.1735 2.9111
H 1.0031 -0.8051 2.0401
H -1.2457 -1.9635 0.5212
H 2.3406 -3.0013 -2.1138
H 2.0992 -4.7998 -3.7739
H 0.1052 -6.2951 -3.7005
H -1.5972 -5.9506 -1.9427
H -1.3492 -4.1477 -0.3022
H 2.6347 -0.3773 0.3983
H 4.7975 -0.6242 1.5853
H 5.5737 -2.8720 2.2908
H 4.1610 -4.8518 1.8305
H 1.9799 -4.5792 0.7029
H -3.0238 -0.1134 0.6624
H -5.4072 -0.6411 1.1656
H -6.0888 -1.1440 3.4900
H -4.3808 -1.1669 5.2856
H -2.0217 -0.7044 4.7518
H 1.2689 -0.2712 4.0961
H 1.8963 1.2451 5.9164
H 0.5373 3.2577 6.3947
H -1.4141 3.7803 4.9535
H -2.0107 2.2711 3.0939
C 0.2539 2.8080 -3.7969
C 0.3897 1.2818 -3.9493
O -0.3835 0.5372 -3.1273
C 1.8802 0.9008 -3.7397
F 2.1839 -0.3579 -4.0888
F 2.2017 1.0278 -2.4464
F 2.7385 1.6984 -4.4320
C -0.0171 0.9488 -5.4209
F -1.3476 1.0562 -5.5610
F 0.3130 -0.2780 -5.8434
F 0.5268 1.8045 -6.3289
H 0.5594 3.0851 -2.7895
H -0.8000 3.0617 -3.9150
H 0.8517 3.3425 -4.5311
```

The value obtained for the HOMO energy is -3.64 eV. The molar mass is 1077.8 g mol⁻¹. The maximum force is 1.395 eV/A. The net charge is -2. As for the LUMO energy: 4.117 eV.

Record 3
ORCA calculation (ωB97M-V/def2-TZVPD) on a cluster of 3 separate species, C46H47BrFIN2O12P2S in total in a non-equilibrium geometry.

```
113
C46H47BrFIN2O12P2S ωB97M-V/def2-TZVPD
C 3.2896 6.0676 7.0042
C 2.4137 6.7562 6.1682
C 2.1339 6.2903 4.7520
O 2.6532 6.6768 3.7702
O 1.1409 5.3684 4.6890
C 1.5816 4.0578 5.1472
C 0.7097 3.0589 4.4035
C 0.8837 1.6075 4.8407
C 2.2912 1.0004 4.5923
C 3.0361 1.5194 3.3328
C 3.5287 0.4125 2.3352
C 3.1356 0.5936 0.8456
C 1.6180 0.8437 0.5973
C 0.6119 0.3239 1.6028
O 0.6627 -0.5990 2.2844
I -1.2686 1.4694 1.6538
C 3.3908 -0.8473 0.2007
F 2.2430 -1.6143 0.2305
N 4.3234 -1.6598 0.9332
C 4.7077 -2.8890 0.2091
C 5.2901 -3.9085 1.2367
O 3.8126 -0.8672 -1.1619
S 3.2498 0.2189 -2.1793
O 4.0556 0.1575 -3.3559
O 1.8949 0.0371 -2.6326
C 3.5560 1.8275 -1.4169
C 4.4096 2.7798 -2.2704
C 4.0507 1.6490 0.0928
P 4.0452 3.4593 0.6881
N 2.4088 3.9563 1.0554
O 4.7533 3.5703 2.1953
P 5.9141 1.1938 0.2586
O 6.7621 2.6264 0.3361
Br 6.7504 0.3161 -1.6041
H 4.3598 6.2417 6.8725
H 2.8685 5.4314 7.7857
H 1.8641 7.6480 6.4919
H 2.6565 3.9259 4.9847
H 1.3179 4.0062 6.2126
H 0.8118 3.1854 3.3201
H -0.3332 3.3411 4.6073
H 0.7073 1.5705 5.9279
H 0.1361 0.9278 4.4249
H 2.8939 1.2203 5.4838
H 2.1844 -0.0919 4.6024
H 2.4651 2.2529 2.7576
H 3.9462 1.9679 3.7342
H 3.1462 -0.5247 2.7417
H 4.6123 0.3273 2.4442
H 1.2816 0.4188 -0.3627
H 1.3754 1.9041 0.4673
H 5.2018 -1.1755 1.1028
H 3.8680 -3.3921 -0.2718
H 5.4734 -2.7255 -0.5607
H 5.1344 -4.9062 0.8143
H 6.3595 -3.7136 1.3512
H 4.7398 -3.8388 2.1766
H 2.5702 2.3046 -1.3336
H 4.4041 2.5387 -3.3362
H 3.9638 3.7750 -2.1875
H 5.4491 2.8824 -1.9547
H 2.4622 4.5836 1.8637
H 2.1778 4.5813 0.2840
H 5.5378 4.1251 2.0874
H 7.1969 2.6323 1.2018
C 0.8130 -2.7408 -3.3145
C 1.7768 -2.5847 -4.3097
C 1.4621 -2.7970 -5.6385
C 0.1704 -3.1808 -5.9856
C -0.7950 -3.3603 -4.9890
C -0.4704 -3.1294 -3.6550
C -2.1667 -3.8154 -5.3351
O -3.0086 -3.9677 -4.4716
C -2.4871 -4.0890 -6.7624
C -3.7471 -4.5690 -7.0996
C -4.0622 -4.8151 -8.4254
C -3.1223 -4.5742 -9.4228
C -1.8636 -4.1009 -9.0918
C -1.5382 -3.8656 -7.7615
C -0.1701 -3.3898 -7.4172
O 0.6504 -3.1828 -8.2885
H 1.0719 -2.5651 -2.2783
H 2.7832 -2.2933 -4.0378
H 2.2151 -2.6669 -6.4041
H -1.2203 -3.2595 -2.8858
H -4.4801 -4.7538 -6.3255
H -5.0427 -5.1939 -8.6853
H -3.3726 -4.7605 -10.4596
H -1.1317 -3.9181 -9.8674
C -10.5405 -1.4410 3.0902
C -9.9564 -0.4535 3.8777
C -8.7463 0.1069 3.5050
C -8.1078 -0.3253 2.3488
C -8.6825 -1.3325 1.5713
C -9.9053 -1.8799 1.9407
C -7.9908 -1.8424 0.3557
O -8.4934 -2.7154 -0.3222
C -6.6683 -1.2647 -0.0042
C -5.9800 -1.7655 -1.1026
C -4.7534 -1.2272 -1.4556
C -4.2122 -0.1786 -0.7173
C -4.8921 0.3207 0.3820
C -6.1158 -0.2252 0.7479
C -6.8166 0.2980 1.9504
O -6.3441 1.2109 2.5977
H -11.4910 -1.8717 3.3786
H -10.4487 -0.1203 4.7826
H -8.2952 0.8783 4.1149
H -10.3575 -2.6515 1.3318
H -6.4002 -2.5785 -1.6797
H -4.2166 -1.6232 -2.3089
H -3.2561 0.2451 -0.9983
H -4.4663 1.1329 0.9572
```

The value obtained for the HOMO energy is -8.36 eV. The molar mass is 1139.7 g mol⁻¹. The maximum force is 4.044 eV/A. As for the LUMO energy: -0.973 eV.

Record 4
ORCA calculation (ωB97M-V/def2-TZVPD) on a structure of composition C46H49Br2F3IN2O30PS in a non-equilibrium geometry.

```
135
C46H49Br2F3IN2O30PS ωB97M-V/def2-TZVPD
C 0.5774 3.6292 1.6352
C 1.1392 3.8600 0.3328
C 2.3418 3.0365 -0.1526
C 2.5084 2.6882 -1.5748
O 1.5035 3.1621 -2.4269
C 0.4165 2.2825 -2.5844
O 0.2218 1.8609 -3.6986
C -0.5922 1.8621 -1.4925
C -0.2949 1.1368 -0.2550
C -1.4165 0.7939 0.6407
C -2.8418 1.1253 0.3428
C -3.1239 1.8639 -0.8967
C -2.0084 2.2063 -1.7715
C 3.7305 1.9207 -2.0680
C 3.8925 1.6194 -3.5846
C 3.1103 0.3815 -4.1673
C 2.9190 -0.8719 -3.2518
F 3.9145 -1.1207 -2.3148
Br 1.1933 -0.9531 -2.2963
C 2.9354 -2.1580 -4.2387
F 4.2617 -2.3370 -4.5892
F 2.0821 -1.9961 -5.2932
Br 2.4697 -3.7595 -3.1410
C 4.7673 1.5220 -1.1324
P 6.3741 0.6537 -1.4869
O 6.4241 -0.0640 -3.0053
I 6.3920 -1.2853 0.0697
C 4.5336 1.8928 0.3160
N 5.3736 1.6461 1.3683
S 4.8275 2.2170 2.8144
N 3.3954 2.8950 2.2173
C 3.3446 2.6531 0.8938
H -0.1661 2.8068 1.7894
H 0.9319 4.2390 2.5150
H 0.6741 4.6156 -0.3505
H 0.7536 0.8611 -0.0099
H -1.2087 0.2441 1.5884
H -3.7112 0.8590 0.9724
H -4.1490 2.1510 -1.2347
H -2.2493 2.7397 -2.7299
H 4.9626 1.5815 -3.9334
H 3.4738 2.5301 -4.1143
H 2.0940 0.6602 -4.5711
H 3.6837 0.0332 -5.0794
H 6.1946 -1.0158 -2.9820
C 9.5766 -1.9826 -3.9466
C 10.9926 -1.6502 -3.5654
O 10.8611 -1.1990 -2.2194
C 9.7189 -1.7463 -1.7198
O 9.4032 -1.7043 -0.5748
O 8.9887 -2.3439 -2.6999
H 9.5171 -2.8064 -4.6571
H 9.0393 -1.1223 -4.3544
H 11.6483 -2.5249 -3.5830
H 11.4237 -0.8727 -4.1955
C -1.1040 -0.8285 5.5208
C -2.3771 -1.6111 5.6791
O -3.2594 -0.9672 4.7620
C -2.4931 -0.3594 3.8252
O -2.9193 0.1259 2.8205
O -1.1801 -0.3738 4.1719
H -0.2154 -1.4389 5.6759
H -1.0587 0.0390 6.1842
H -2.2660 -2.6580 5.3866
H -2.7715 -1.5682 6.6936
C 14.3140 -0.8382 -0.0385
C 13.8551 -0.1688 -1.3016
O 15.0584 -0.0555 -2.0589
C 15.9109 -1.0146 -1.6074
O 16.9385 -1.3030 -2.1350
O 15.4358 -1.6028 -0.4759
H 13.5493 -1.4815 0.3952
H 14.6465 -0.1232 0.7181
H 13.1423 -0.7753 -1.8611
H 13.4176 0.8120 -1.1184
C -5.4162 -3.2464 2.7680
C -6.5045 -4.1363 3.2992
O -5.7863 -5.0763 4.0934
C -4.6158 -4.4881 4.4554
O -3.8565 -4.9359 5.2577
O -4.4217 -3.3219 3.7864
H -5.7480 -2.2187 2.6241
H -4.9915 -3.6158 1.8315
H -7.2100 -3.5994 3.9390
H -7.0577 -4.6389 2.5068
C -8.1851 1.6483 1.6468
C -7.6816 2.9070 1.0005
O -6.4068 2.5133 0.4943
C -6.4351 1.1651 0.3277
O -5.5892 0.5402 -0.2341
O -7.5514 0.6225 0.8834
H -9.2655 1.5586 1.5956
H -7.8695 1.5576 2.6901
H -8.3096 3.2302 0.1670
H -7.5829 3.7297 1.7071
C 8.7156 3.2371 3.1626
C 8.2784 3.8642 1.8765
O 9.4870 3.9404 1.1264
C 10.3261 2.9877 1.6223
O 11.3562 2.6702 1.1174
O 9.8314 2.4445 2.7711
H 7.9379 2.6181 3.6094
H 9.0478 3.9754 3.8975
H 7.5627 3.2433 1.3309
H 7.8492 4.8555 2.0213
C -0.8278 -5.1355 -5.5435
C 0.3513 -5.8785 -6.0916
O 0.1212 -7.2134 -5.6528
C -1.2190 -7.3408 -5.4368
O -1.7697 -8.3728 -5.2225
O -1.8448 -6.1315 -5.4980
H -1.1280 -4.3037 -6.1798
H -0.6531 -4.7633 -4.5305
H 0.3826 -5.8659 -7.1844
H 1.2978 -5.4983 -5.7055
C -12.7376 2.8179 4.0080
C -11.4047 2.1280 3.9606
O -10.8645 2.5710 2.7166
C -11.4729 3.7519 2.4095
O -11.1316 4.4680 1.5215
O -12.5123 4.0021 3.2443
H -13.0441 3.0634 5.0239
H -13.5279 2.2350 3.5297
H -10.7393 2.4442 4.7683
H -11.4948 1.0425 3.9818
C -15.4401 -0.4712 -0.0256
C -14.0255 -0.1536 0.3716
O -14.1765 0.3658 1.6906
C -15.3434 -0.1288 2.1889
O -15.6837 -0.0237 3.3243
O -16.0641 -0.7562 1.2237
H -15.5040 -1.3273 -0.6960
H -15.9470 0.3797 -0.4875
H -13.3914 -1.0428 0.4123
H -13.5617 0.5815 -0.2852
```

The value obtained for the HOMO energy is -7.06 eV. The molar mass is 1516.6 g mol⁻¹. The maximum force is 3.886 eV/A. As for the LUMO energy: -1.780 eV.